1.
{
  "formula": "H4O2",
  "method": "ωB97M-V with the def2-TZVPD basis set",
  "elements": ["O", "O", "H", "H", "H", "H"],
  "coordinates": [[0.89045, 0.88839, -0.05109], [-0.90427, -1.11395, 0.09775], [-0.25155, -0.36014, 0.22126], [-1.68840, -0.53329, 0.11591], [1.39481, 1.73563, 0.23631], [0.65574, 0.96234, -0.94678]],
  "atomic_forces_ev_per_a": [[1.96, 2.13, 2.73], [0.19, 2.19, 0.19], [-0.35, -1.63, 0.07], [-0.12, -0.89, -0.06], [-1.45, -2.27, -0.98], [-0.24, 0.47, -1.95]],
  "nbo_charge": [-0.958, -0.957, 0.483, 0.451, 0.499, 0.482],
  "homo_energy_ev": -10.815,
  "relative_energy_kcal_mol": 7.74,
  "multiplicity": 1,
  "mol_weight_g_mol": 36.0,
  "smiles": "O.O",
  "energy_ev": -4159.6033
}

=====

2.
{
  "formula": "H4O2",
  "method": "ωB97M-V with the def2-TZVPD basis set",
  "elements": ["O", "O", "H", "H", "H", "H"],
  "coordinates": [[-0.17581, -1.41522, -0.50026], [0.21982, 1.90471, 1.09747], [0.38556, 2.22088, 0.20933], [0.47794, -1.75170, -1.11314], [0.05624, 0.96752, 0.99197], [-0.96375, -1.92620, -0.68538]],
  "atomic_forces_ev_per_a": [[0.03, 0.23, 0.18], [0.02, 0.20, 0.23], [0.03, 0.08, -0.20], [0.22, -0.05, -0.13], [-0.06, -0.36, -0.07], [-0.24, -0.10, 0.00]],
  "nbo_charge": [-0.943, -0.943, 0.465, 0.472, 0.477, 0.472],
  "homo_energy_ev": -11.217,
  "relative_energy_kcal_mol": 2.46,
  "multiplicity": 1,
  "mol_weight_g_mol": 36.0,
  "smiles": "O.O",
  "energy_ev": -4159.8323
}

=====

3.
{
  "formula": "H4O2",
  "method": "ωB97M-V with the def2-TZVPD basis set",
  "elements": ["O", "O", "H", "H", "H", "H"],
  "coordinates": [[1.51007, -0.54976, -0.11026], [-0.87535, 0.27879, -0.02403], [-1.50398, -0.04677, -0.67226], [0.98078, -1.00148, 0.54922], [-1.31684, 0.97171, 0.48023], [1.20532, 0.34751, -0.22289]],
  "atomic_forces_ev_per_a": [[1.53, -0.75, -0.29], [-0.41, 0.39, 0.31], [-0.13, 0.07, -0.03], [-0.28, 0.51, -0.09], [-0.19, -0.13, -0.17], [-0.52, -0.10, 0.27]],
  "nbo_charge": [-0.957, -0.956, 0.482, 0.474, 0.475, 0.482],
  "homo_energy_ev": -10.657,
  "relative_energy_kcal_mol": 6.60,
  "multiplicity": 1,
  "mol_weight_g_mol": 36.0,
  "smiles": "O.O",
  "energy_ev": -4159.6528
}

=====

4.
{
  "formula": "H4O2",
  "method": "ωB97M-V with the def2-TZVPD basis set",
  "elements": ["O", "O", "H", "H", "H", "H"],
  "coordinates": [[-1.59556, 0.81225, -0.95935], [1.23949, -0.62234, 0.68654], [-0.87545, 0.42275, -0.41346], [1.99992, -1.01001, 1.17614], [1.40722, 0.34722, 0.69521], [-2.17561, 0.05011, -1.18506]],
  "atomic_forces_ev_per_a": [[0.12, -1.10, 0.32], [0.85, 0.67, 0.46], [-0.79, 0.22, -0.58], [-0.83, 0.44, -0.53], [-0.05, -1.03, 0.04], [0.69, 0.79, 0.29]],
  "nbo_charge": [-0.948, -0.951, 0.476, 0.478, 0.473, 0.471],
  "homo_energy_ev": -11.312,
  "relative_energy_kcal_mol": 4.05,
  "multiplicity": 1,
  "mol_weight_g_mol": 36.0,
  "smiles": "O.O",
  "energy_ev": -4159.7633
}

=====

5.
{
  "formula": "H4O2",
  "method": "ωB97M-V with the def2-TZVPD basis set",
  "elements": ["O", "O", "H", "H", "H", "H"],
  "coordinates": [[-0.93944, -0.22178, -1.12459], [0.83527, 0.22420, 0.95524], [-0.98395, -1.21636, -0.88567], [0.62753, 0.13534, 1.88552], [-0.32450, 0.15739, -0.51480], [1.51428, 0.90423, 0.86975]],
  "atomic_forces_ev_per_a": [[-1.14, -2.92, -0.50], [0.30, 0.11, -0.25], [0.25, 2.69, -0.54], [0.02, 0.12, 0.21], [0.67, 0.12, 0.87], [-0.10, -0.13, 0.21]],
  "nbo_charge": [-0.962, -0.955, 0.464, 0.484, 0.486, 0.483],
  "homo_energy_ev": -10.711,
  "relative_energy_kcal_mol": 3.86,
  "multiplicity": 1,
  "mol_weight_g_mol": 36.0,
  "smiles": "O.O",
  "energy_ev": -4159.7717
}

=====

6.
{
  "formula": "H4O2",
  "method": "ωB97M-V with the def2-TZVPD basis set",
  "elements": ["O", "O", "H", "H", "H", "H"],
  "coordinates": [[0.71259, -1.40179, 4.35086], [0.89766, -3.89657, -3.41067], [0.41838, -3.13106, -3.02011], [-0.23778, -1.14743, 4.33192], [1.12094, -0.89030, 3.61609], [0.84428, -3.75292, -4.38266]],
  "atomic_forces_ev_per_a": [[-0.56, 0.79, -0.78], [-0.55, 0.94, -0.60], [0.51, -0.82, -0.46], [1.04, -0.25, -0.01], [-0.48, -0.54, 0.79], [0.04, -0.12, 1.06]],
  "nbo_charge": [-0.939, -0.939, 0.469, 0.470, 0.470, 0.470],
  "homo_energy_ev": -11.578,
  "relative_energy_kcal_mol": 6.05,
  "multiplicity": 1,
  "mol_weight_g_mol": 36.0,
  "smiles": "O.O",
  "energy_ev": -4159.6764
}

=====

7.
{
  "formula": "H4O2",
  "method": "ωB97M-V with the def2-TZVPD basis set",
  "elements": ["O", "O", "H", "H", "H", "H"],
  "coordinates": [[1.26961, -0.07995, -0.13204], [-1.46983, 0.01448, -0.23109], [2.25591, -0.17676, -0.11341], [-2.17662, 0.11313, 0.39623], [1.06329, 0.88800, -0.00204], [-0.94235, -0.75889, 0.08235]],
  "atomic_forces_ev_per_a": [[1.06, 1.13, 0.26], [0.87, -0.87, -0.01], [-1.40, 0.37, 0.01], [-0.48, 0.00, 0.41], [0.42, -1.64, -0.26], [-0.48, 1.01, -0.40]],
  "nbo_charge": [-0.961, -0.949, 0.474, 0.463, 0.487, 0.485],
  "homo_energy_ev": -11.225,
  "relative_energy_kcal_mol": 4.24,
  "multiplicity": 1,
  "mol_weight_g_mol": 36.0,
  "smiles": "O.O",
  "energy_ev": -4159.7551
}

=====

8.
{
  "formula": "H4O2",
  "method": "ωB97M-V with the def2-TZVPD basis set",
  "elements": ["O", "O", "H", "H", "H", "H"],
  "coordinates": [[0.04174, -1.11463, 0.15537], [0.10783, 1.58820, -0.63892], [0.18010, 0.71320, -0.22788], [-0.05625, 2.17139, 0.10918], [-0.53434, -1.68252, -0.30355], [0.26094, -1.67564, 0.90579]],
  "atomic_forces_ev_per_a": [[0.99, 0.34, 1.19], [0.02, 0.04, 0.29], [-0.03, 0.01, -0.22], [0.00, 0.09, -0.14], [-1.33, -0.80, -1.41], [0.36, 0.32, 0.29]],
  "nbo_charge": [-0.938, -0.959, 0.488, 0.458, 0.475, 0.476],
  "homo_energy_ev": -10.783,
  "relative_energy_kcal_mol": 2.06,
  "multiplicity": 1,
  "mol_weight_g_mol": 36.0,
  "smiles": "O.O",
  "energy_ev": -4159.8495
}

=====

no.,gap between HOMO and LUMO (eV),LUMO (eV)
1,11.35,0.5303
2,11.92,0.7024
3,11.29,0.6369
4,12.00,0.6908
5,11.31,0.6028
6,12.57,0.9899
7,12.16,0.9305
8,11.41,0.6235